[1]
The following is a DFT calculation (ωB97M-V/def2-TZVPD) of a molecular structure, C26H25MoN3O2.

XYZ file:
```
57
Properties=species:S:1:pos:R:3:lowdin_charge:R:1
Mo 0.150 0.512 0.078 1.48
C 0.154 0.374 -4.404 -0.02
C 1.400 -0.169 -4.671 -0.01
C 2.253 -0.442 -3.615 0.02
C 1.839 -0.179 -2.323 -0.19
N 0.616 0.332 -2.065 -0.03
C -0.201 0.609 -3.091 -0.09
C 2.686 -0.437 -1.126 -0.17
C 4.022 -0.777 -1.163 0.03
C 4.721 -0.922 0.025 0.01
C 4.067 -0.716 1.229 0.03
C 2.729 -0.380 1.227 -0.17
N 2.052 -0.252 0.058 -0.03
C 1.925 -0.079 2.442 -0.19
C 2.395 -0.255 3.730 0.02
C 1.576 0.062 4.801 -0.01
C 0.301 0.544 4.556 -0.02
C -0.112 0.685 3.247 -0.09
N 0.678 0.384 2.208 -0.03
H -0.539 0.612 -5.199 0.13
H 1.705 -0.381 -5.687 0.13
H 3.233 -0.859 -3.799 0.12
H -1.166 1.024 -2.833 0.12
H 4.523 -0.921 -2.110 0.12
H 5.772 -1.174 0.011 0.13
H 4.605 -0.811 2.161 0.12
H 3.392 -0.636 3.899 0.12
H 1.929 -0.074 5.814 0.13
H -0.370 0.805 5.362 0.13
H -1.103 1.043 3.002 0.12
C -3.190 -2.024 0.186 -0.02
O -2.240 -0.929 0.246 -0.16
C -0.924 -1.122 0.080 -0.39
C -0.443 -2.523 -0.143 -0.06
H -4.093 -1.645 0.651 0.10
H -2.829 -2.888 0.733 0.09
H -3.383 -2.281 -0.854 0.10
H -0.887 -2.934 -1.056 0.10
H -0.730 -3.180 0.682 0.09
H 0.638 -2.551 -0.238 0.06
C -0.351 4.369 0.000 0.02
C -1.397 3.317 0.057 -0.31
O -1.054 2.112 0.085 -0.18
C -2.814 3.627 0.076 -0.16
C -3.239 4.962 0.029 0.00
C -4.590 5.258 0.038 -0.04
C -5.517 4.225 0.098 -0.03
C -5.104 2.896 0.150 -0.04
C -3.758 2.594 0.139 0.00
H 0.644 3.932 0.013 0.09
H -0.451 5.048 0.848 0.11
H -0.463 4.963 -0.909 0.11
H -2.521 5.770 -0.016 0.12
H -4.923 6.286 0.000 0.12
H -6.574 4.458 0.104 0.12
H -5.840 2.105 0.200 0.12
H -3.427 1.564 0.180 0.11
```

Computed properties:
Spin multiplicity ... 3
Charge ... +2
ΔE to the lowest compared entry with this formula, charge and spin ... 0.0 kJ/mol
E_HOMO (spin up / spin down) ... -12.9 / -12.8 eV

---

[2]
The following is a DFT calculation (ωB97M-V/def2-TZVPD) of C26H25N3OS in the gas phase.

XYZ file:
```
56
Properties=species:S:1:pos:R:3:lowdin_charge:R:1
C -6.458 -2.482 0.895 -0.05
C -5.095 -2.208 0.337 -0.28
C -4.932 -1.329 -0.728 -0.04
C -3.676 -1.045 -1.227 -0.11
C -2.562 -1.645 -0.662 -0.54
S -0.962 -1.284 -1.340 1.03
C -0.016 -0.833 0.179 -0.44
C 1.280 -1.587 0.315 -0.25
C 1.889 -2.232 -0.751 -0.08
C 3.129 -2.824 -0.601 -0.04
C 3.798 -2.782 0.614 -0.28
C 5.171 -3.363 0.749 -0.05
C 3.173 -2.160 1.688 -0.04
C 1.931 -1.574 1.544 -0.03
C 0.262 0.680 0.192 -0.24
C 1.075 1.115 -1.036 -0.09
N 2.481 0.963 -0.777 -0.12
C 3.437 0.359 -1.500 -0.16
N 4.591 0.433 -0.881 0.09
C 4.294 1.103 0.248 -0.22
N 3.031 1.443 0.346 0.10
C -1.022 1.481 0.386 -0.31
O -2.082 0.941 0.605 0.11
C -0.897 2.958 0.347 -0.15
C -2.031 3.688 -0.011 -0.01
C -1.995 5.068 -0.051 -0.07
C -0.828 5.737 0.284 -0.08
C 0.297 5.021 0.660 -0.07
C 0.272 3.638 0.691 -0.03
C -2.707 -2.544 0.381 -0.09
C -3.968 -2.811 0.880 -0.04
H -6.739 -1.692 1.592 0.08
H -6.478 -3.429 1.430 0.07
H -7.203 -2.508 0.102 0.08
H -5.799 -0.855 -1.165 0.11
H -3.551 -0.356 -2.049 0.10
H -0.683 -1.063 1.014 0.11
H 1.386 -2.270 -1.707 0.08
H 3.591 -3.312 -1.446 0.12
H 5.404 -3.580 1.788 0.07
H 5.265 -4.275 0.165 0.08
H 5.903 -2.646 0.376 0.08
H 3.668 -2.126 2.648 0.11
H 1.465 -1.092 2.392 0.12
H 0.878 0.897 1.076 0.14
H 0.869 2.162 -1.279 0.13
H 0.813 0.496 -1.898 0.10
H 3.264 -0.107 -2.448 0.13
H 5.019 1.342 0.998 0.10
H -2.932 3.148 -0.261 0.12
H -2.875 5.623 -0.338 0.10
H -0.797 6.816 0.258 0.10
H 1.202 5.542 0.933 0.11
H 1.157 3.101 0.999 0.10
H -1.842 -3.039 0.801 0.11
H -4.076 -3.506 1.701 0.11
```

Computed properties:
SMILES string ... Cc1ccc(S[C@@H](c2ccc(C)cc2)[C@@H](Cn2cncn2)C(=O)c2ccccc2)cc1
Charge ... 0
E_HOMO ... -8.2 eV

---

[3]
The following is a DFT calculation (ωB97M-V/def2-TZVPD) of C26H25N5O3S in the gas phase.

XYZ file:
```
60
Properties=species:S:1:pos:R:3:lowdin_charge:R:1
C 1.612 -3.726 3.937 -0.06
C 1.187 -2.266 4.000 -0.21
O 1.374 -1.616 2.739 -0.02
C 0.415 -1.804 1.820 -0.44
O -0.591 -2.440 2.028 0.11
C 0.723 -1.178 0.522 -0.03
C 1.462 -0.073 0.347 -0.26
C 2.120 0.742 1.411 -0.33
S 2.025 2.531 1.045 1.03
C 0.314 2.709 0.704 -0.52
N -0.446 1.637 0.799 0.13
C -1.742 1.709 0.520 -0.18
C -2.355 2.908 0.146 -0.12
C -1.562 4.041 0.046 0.05
C -0.197 3.961 0.312 -0.23
C 0.641 5.086 0.182 -0.23
N 1.314 6.007 0.057 0.18
C -3.845 2.968 -0.090 -0.15
N -4.468 1.684 -0.325 -0.22
C -4.334 1.227 -1.693 -0.08
C -4.027 0.720 0.662 -0.18
C -2.521 0.435 0.590 -0.08
O 1.662 0.481 -0.888 0.04
C 0.762 0.191 -1.865 -0.31
N 0.829 1.072 -2.899 0.20
C -0.079 -0.868 -1.781 -0.16
C -1.106 -1.033 -2.711 -0.21
N -1.983 -1.129 -3.450 0.17
C 0.084 -1.872 -0.665 -0.16
C 0.948 -3.057 -1.056 -0.16
C 2.101 -2.892 -1.810 -0.02
C 2.897 -3.981 -2.119 -0.08
C 2.551 -5.244 -1.671 -0.09
C 1.405 -5.414 -0.913 -0.08
C 0.608 -4.326 -0.608 -0.03
H 1.521 -4.175 4.922 0.08
H 2.644 -3.802 3.603 0.08
H 0.976 -4.267 3.241 0.07
H 1.808 -1.704 4.701 0.12
H 0.134 -2.190 4.287 0.12
H 1.670 0.558 2.382 0.09
H 3.190 0.535 1.458 0.10
H -1.993 4.989 -0.244 0.14
H -4.310 3.409 0.803 0.13
H -4.065 3.630 -0.931 0.13
H -4.795 0.246 -1.785 0.09
H -4.868 1.920 -2.344 0.09
H -3.295 1.155 -2.044 0.07
H -4.279 1.122 1.648 0.13
H -4.587 -0.206 0.519 0.12
H -2.309 -0.143 -0.314 0.10
H -2.186 -0.164 1.438 0.12
H 0.114 1.037 -3.604 0.11
H 1.314 1.940 -2.746 0.12
H -0.895 -2.253 -0.352 0.15
H 2.381 -1.911 -2.166 0.12
H 3.789 -3.842 -2.711 0.10
H 3.173 -6.094 -1.913 0.10
H 1.131 -6.397 -0.560 0.10
H -0.285 -4.458 -0.013 0.12
```

Computed properties:
SMILES string ... CCOC(=O)C1=C(CSc2nc3c(cc2C#N)CN(C)CC3)OC(N)=C(C#N)[C@H]1c1ccccc1
Charge ... 0
ΔE to the lowest compared entry with this formula, charge and spin ... 109.3 kJ/mol
E_HOMO ... -8.6 eV

---

[4]
The following is a DFT calculation (ωB97M-V/def2-TZVPD) of a molecular structure, C26H25N5OS3Sc.

XYZ file:
```
61
Properties=species:S:1:pos:R:3:lowdin_charge:R:1
Sc -0.042 -0.442 -0.124 0.58
N 2.338 -0.638 3.627 0.08
C 1.790 -0.699 2.393 -0.84
S 0.038 -0.960 2.341 0.58
N 2.610 -0.577 1.395 -0.01
N 2.047 -0.563 0.124 -0.13
C 2.905 -0.576 -0.839 -0.03
C 2.593 -0.532 -2.255 -0.14
C 3.664 -0.471 -3.158 -0.03
C 3.453 -0.392 -4.515 -0.07
C 2.146 -0.370 -4.999 -0.05
C 1.071 -0.435 -4.130 0.00
C 1.283 -0.523 -2.759 -0.29
O 0.231 -0.593 -1.919 -0.21
H 1.784 -0.848 4.434 0.08
H 3.336 -0.541 3.709 0.11
H 3.951 -0.602 -0.546 0.14
H 4.674 -0.484 -2.763 0.12
H 4.289 -0.346 -5.199 0.11
H 1.966 -0.306 -6.065 0.11
H 0.047 -0.427 -4.482 0.12
S -2.437 -1.474 -0.377 0.75
C -2.905 -0.660 1.032 -0.72
N -3.363 -1.254 2.103 -0.07
C -3.887 -0.431 3.206 -0.07
C -4.681 0.688 2.593 -0.08
N -3.753 1.487 1.775 -0.06
C -3.896 2.960 1.814 -0.10
C -5.018 3.429 0.918 -0.21
C -6.344 3.379 1.342 -0.05
C -7.366 3.794 0.502 -0.07
C -7.067 4.271 -0.769 -0.07
C -5.748 4.331 -1.195 -0.06
C -4.726 3.911 -0.354 -0.03
C -2.834 0.870 1.062 -0.66
S -1.655 1.668 0.170 0.76
C -3.525 -2.719 2.251 -0.09
C -4.978 -3.121 2.121 -0.22
C -5.671 -3.566 3.242 -0.05
C -7.017 -3.902 3.152 -0.07
C -7.679 -3.785 1.940 -0.07
C -6.992 -3.341 0.815 -0.06
C -5.648 -3.011 0.902 -0.04
H -3.051 -0.042 3.792 0.15
H -4.509 -1.054 3.841 0.13
H -5.114 1.331 3.354 0.13
H -5.490 0.290 1.976 0.15
H -2.953 3.390 1.496 0.08
H -4.073 3.241 2.851 0.14
H -6.586 3.036 2.344 0.11
H -8.393 3.756 0.842 0.11
H -7.863 4.608 -1.421 0.11
H -5.512 4.710 -2.181 0.11
H -3.695 3.957 -0.690 0.10
H -3.161 -2.969 3.248 0.14
H -2.889 -3.197 1.515 0.10
H -5.152 -3.670 4.190 0.12
H -7.543 -4.260 4.029 0.11
H -8.728 -4.047 1.867 0.11
H -7.503 -3.259 -0.138 0.11
H -5.113 -2.681 0.016 0.09
```

Computed properties:
Charge ... +1
E_HOMO ... -10.6 eV

---

Number 1: strongest force on any atom 0.01754 hartree/bohr. Number 2: strongest force on any atom 0.01625 hartree/bohr. Number 3: strongest force on any atom 0.02203 hartree/bohr. Number 4: strongest force on any atom 0.04996 hartree/bohr.